(1)
47
Properties=species:S:1:pos:R:3 method="wB97M-V/def2-TZVPD" total_charge=0 multiplicity=1 smiles="NP(O)N(CCCC(F)(F)C(F)(F)F)S(=O)(=O)F.O=C1OCCO1.O=C1OCCO1" orbital_gap_ev=9.247
S -2.567 -1.733 3.646
P -2.555 1.103 3.186
F 1.493 -3.456 0.882
F 0.802 -4.714 -1.243
F 0.796 -2.911 -2.498
F 2.320 -1.764 -0.242
F -3.018 -3.011 2.882
F 2.684 -3.714 -1.776
O 2.329 0.314 -4.280
O -1.244 2.731 0.110
O -4.089 1.351 3.667
O -3.635 -1.408 4.529
O -0.402 4.685 0.764
O -1.293 -1.994 4.211
O 3.304 2.311 -4.628
O 4.543 0.436 -4.505
O -0.294 2.909 2.138
N -2.549 -0.570 2.479
N -1.747 1.000 4.657
C 2.790 -1.037 -4.383
C -0.615 3.396 1.106
C 4.264 -0.900 -4.069
C -1.670 3.689 -0.867
C -0.011 -1.858 -0.075
C -1.362 -0.605 1.555
C 1.282 -2.643 -0.163
C -0.761 -1.978 1.266
C -0.713 4.838 -0.626
C 1.389 -3.517 -1.450
C 3.385 1.140 -4.486
H -2.708 3.957 -0.665
H 0.207 4.745 -1.205
H -4.183 1.092 4.592
H -1.156 5.812 -0.813
H 2.265 -1.677 -3.684
H 0.183 -0.819 -0.296
H -1.598 3.272 -1.868
H -1.727 -0.210 0.616
H -0.804 1.349 4.596
H -1.521 -2.732 1.144
H -0.592 0.071 1.911
H -2.238 1.406 5.437
H -0.691 -2.192 -0.846
H -0.094 -2.236 2.072
H 2.612 -1.395 -5.399
H 4.885 -1.615 -4.601
H 4.472 -0.972 -3.000

(2)
25
Properties=species:S:1:pos:R:3 method="wB97M-V/def2-TZVPD" total_charge=0 multiplicity=1 smiles="C=CCNc1ncnc(NC)c1N=O" orbital_gap_ev=8.335
O -0.695 -2.621 -0.268
N -3.381 0.537 0.130
N 0.624 1.451 -0.595
N -1.447 -1.641 -0.131
N -1.713 2.076 -0.146
N 1.288 -0.848 -0.289
C -1.020 -0.268 -0.106
C -2.070 0.781 0.000
C -4.143 -0.712 0.490
C -0.336 2.239 -0.312
C 4.194 0.624 0.912
C 3.582 -0.415 0.439
C 2.704 -0.578 -0.844
C 0.322 0.096 -0.324
H -5.247 -0.406 0.744
H 0.865 -1.841 -0.428
H 4.637 0.518 1.884
H -3.440 -1.212 1.324
H 2.922 -1.543 -1.285
H 4.091 1.655 0.406
H 3.654 -1.437 0.829
H -3.837 1.390 0.019
H -4.167 -1.422 -0.326
H 2.714 0.239 -1.667
H -0.098 3.339 -0.454

(3)
8
Properties=species:S:1:pos:R:3 method="wB97M-V/def2-TZVPD" total_charge=0 multiplicity=1 orbital_gap_ev="7.377 / 7.309"
I -1.582 2.676 1.127
I 2.770 -0.078 0.763
I 1.295 2.544 -1.203
I -2.654 -0.219 -0.746
C -1.484 0.656 0.734
C 1.465 0.531 -0.732
H -1.284 0.020 1.578
H 1.391 -0.138 -1.569

(4)
22
Properties=species:S:1:pos:R:3 method="wB97M-V/def2-TZVPD" total_charge=0 multiplicity=1 orbital_gap_ev=8.404
F 0.852 -1.814 1.452
F -1.316 -0.418 -0.983
F 1.392 2.270 0.012
O -4.461 -0.152 0.249
O -3.357 -1.699 -0.741
N -3.485 -0.608 -0.298
C 3.163 -1.163 -0.321
C 1.618 -1.125 -0.595
C 0.829 -0.776 0.633
C -0.926 2.245 0.148
C -2.185 1.487 0.149
C -2.288 0.209 -0.231
C 0.349 0.407 1.086
C 0.260 1.612 0.259
H 3.703 -0.184 0.018
H -0.203 0.385 2.036
H 1.455 -2.175 -0.885
H -3.039 2.100 0.416
H -0.897 3.191 -0.315
H 3.447 -1.868 0.429
H 1.347 -0.425 -1.389
H 3.742 -1.499 -1.128

For reference, E_tot by record: -2554.83728 -660.32454 -1268.03492 -814.27560 Ha.
For reference, energy relative to the best compared isomer or geometry (same formula, charge and spin) by record: 0.00 413.72 293.74 353.71 kJ/mol.